DFT (wB97M-V/def2-TZVPD) results for a molecular structure, C52H53AlGe2IN3S4Se.

Calculated values
calculated total energy	-295683.4010	eV
HOMO level	-8.37	eV
energy above the lowest of the compared OMol25 structures with the same formula, charge and spin	0.00	kcal per mole

```
! RIJCOSX wB97M-V def2-TZVPD def2/J DEFGRID3
* xyz 0 1
Al -0.1816 0.0431 -0.7456
C 0.2359 0.9711 -9.3844
C 1.1725 1.1513 -8.2198
C 1.7948 2.3700 -7.9713
C 2.6907 2.5261 -6.9232
C 3.3170 3.8695 -6.6427
C 2.9818 1.4272 -6.1059
C 2.3618 0.1955 -6.3309
C 2.6473 -1.0253 -5.4931
C 1.4543 0.0858 -7.3802
C 4.0654 1.5668 -5.0945
C 5.3527 1.6115 -5.6280
C 6.4642 1.7001 -4.8202
C 6.3075 1.7222 -3.4501
C 5.0437 1.6685 -2.8718
C 3.8966 1.6154 -3.6954
Ge 2.0997 1.6104 -2.8502
S 1.6166 -0.3778 -1.9739
S 1.7809 3.1370 -1.1976
Ge -0.3146 3.2507 -2.1060
S -1.5303 1.7883 -0.9512
S 0.3760 2.3921 -4.0754
C -1.2160 5.0174 -2.1965
C -2.1150 5.3334 -3.2316
C -2.6371 6.6240 -3.3066
C -2.3046 7.5866 -2.3753
C -1.4520 7.2670 -1.3359
C -0.9030 5.9940 -1.2313
C -0.0005 5.7229 -0.0718
C 1.3312 6.1359 -0.1099
C 1.9189 6.8241 -1.3153
C 2.1441 5.9016 0.9978
C 1.6614 5.2710 2.1316
C 2.5404 5.0604 3.3381
C 0.3283 4.8654 2.1508
C -0.5176 5.0941 1.0738
C -1.9734 4.7180 1.1578
C -2.6054 4.3687 -4.2560
C -2.0932 4.3963 -5.5510
C -0.9535 5.2984 -5.9345
C -2.6485 3.5602 -6.5168
C -3.7015 2.7087 -6.2212
C -4.3188 1.8270 -7.2745
C -4.2025 2.7042 -4.9245
C -3.6869 3.5333 -3.9401
C -4.3346 3.5759 -2.5803
C 5.0224 1.6338 -1.3763
C 5.0227 0.4016 -0.7112
C 5.0058 -0.9157 -1.4446
C 5.0880 0.3888 0.6782
C 5.1715 1.5586 1.4185
C 5.3252 1.4927 2.9166
C 5.1632 2.7730 0.7407
C 5.1062 2.8280 -0.6478
C 5.1866 4.1536 -1.3574
H 0.0978 1.9030 -9.9329
H -0.7392 0.6187 -9.0469
H 0.6309 0.2269 -10.0785
H 1.5785 3.2194 -8.6117
H 2.8850 4.6393 -7.2795
H 4.3953 3.8564 -6.8117
H 3.1531 4.1544 -5.5997
H 3.5628 -0.9256 -4.9115
H 2.7364 -1.9083 -6.1269
H 1.8282 -1.2073 -4.7932
H 0.9691 -0.8703 -7.5533
H 5.4655 1.5544 -6.7044
H 7.4549 1.7326 -5.2565
H 7.1747 1.7623 -2.8012
H -3.3273 6.8548 -4.1096
H -2.7165 8.5850 -2.4531
H -1.1948 8.0086 -0.5884
H 1.2443 6.8012 -2.1687
H 2.8506 6.3399 -1.6040
H 2.1413 7.8693 -1.0870
H 3.1812 6.2229 0.9628
H 3.5769 5.3218 3.1245
H 2.5051 4.0253 3.6757
H 2.2016 5.6785 4.1716
H -0.0669 4.3765 3.0364
H -2.2000 4.2754 2.1270
H -2.2456 3.9967 0.3859
H -2.6075 5.5963 1.0201
H -0.5225 5.8071 -5.0742
H -1.2842 6.0562 -6.6508
H -0.1771 4.7083 -6.4004
H -2.2442 3.5855 -7.5228
H -4.0137 2.1339 -8.2736
H -5.4074 1.8696 -7.2219
H -4.0240 0.7847 -7.1317
H -5.0371 2.0549 -4.6795
H -5.2800 3.0350 -2.5920
H -4.5230 4.6028 -2.2626
H -3.7003 3.1085 -1.8229
H 4.9596 -0.7853 -2.5236
H 4.1420 -1.5055 -1.1372
H 5.9060 -1.4862 -1.2077
H 5.0999 -0.5673 1.1938
H 4.6048 0.8040 3.3580
H 5.2041 2.4760 3.3740
H 6.3190 1.1217 3.1765
H 5.2361 3.7009 1.3007
H 5.0464 4.9720 -0.6515
H 4.4277 4.2306 -2.1358
H 6.1616 4.2751 -1.8355
Se -2.7031 -3.8536 0.0334
C -1.7880 -2.4345 -0.3001
N -1.1587 -1.4629 -0.5189
I 0.5790 -0.6245 5.2137
C 0.7316 0.1171 3.2932
C 1.4385 1.2244 2.8703
N 1.2760 1.3196 1.5502
N 0.5018 0.3389 1.0921
C 0.1555 -0.4119 2.1392
H 2.0236 1.9264 3.4321
H 1.6317 2.0116 0.8824
H -0.4888 -1.2673 2.0131
*
```

=====

DFT (wB97M-V/def2-TZVPD) results for a molecular structure, C52H54ClN5NiOPTe.

Calculated values
calculated total energy	-134443.9479	eV
HOMO level (spin up / spin down)	-6.57 / -6.64	eV

```
! RIJCOSX wB97M-V def2-TZVPD def2/J DEFGRID3
* xyz 0 4
Ni -0.2114 -0.6384 0.3964
N 2.2944 -0.9963 -1.2480
P 1.7590 0.3732 -0.3516
C 3.2946 0.8750 0.5206
C 4.4835 1.1670 -0.1475
C 5.6155 1.5317 0.5609
C 5.5683 1.6226 1.9492
C 4.3885 1.3505 2.6216
C 3.2547 0.9773 1.9069
C 1.6326 1.6626 -1.6140
C 1.1514 3.0171 -1.1580
C 0.4087 3.7369 -2.2498
C 0.6496 3.4737 -3.5535
C 1.4836 2.3877 -3.9236
C 1.8678 1.4538 -2.9409
C 1.9325 -2.2700 -0.8631
C 2.3934 -3.3932 -1.5615
C 2.0251 -4.6388 -1.1123
C 1.2176 -4.7558 0.0181
C 0.8130 -3.5932 0.6370
N 1.1461 -2.3710 0.2108
H 2.9367 -0.9350 -2.0216
H 4.5224 1.1245 -1.2309
H 6.5348 1.7544 0.0346
H 6.4522 1.9144 2.5017
H 4.3479 1.4238 3.7006
H 2.3307 0.7501 2.4283
H 2.0832 3.5888 -0.9728
H -0.2979 4.5077 -1.9706
H 0.1572 4.0529 -4.3247
H 1.6949 2.1913 -4.9653
H 2.2600 0.5095 -3.2934
H 3.0125 -3.2687 -2.4402
H 2.3651 -5.5222 -1.6378
H 0.9205 -5.7171 0.4084
H 0.1977 -3.6177 1.5261
C -6.2377 -8.5231 1.9271
C -5.5374 -7.3058 1.3835
C -6.2015 -6.3949 0.5744
C -5.5755 -5.2561 0.0746
C -6.3822 -4.3283 -0.7982
C -4.2322 -5.0154 0.4061
Te -3.2018 -3.2995 -0.6191
N -1.7962 -1.6096 -0.6194
C -1.3503 -1.0726 -1.7389
O -0.8608 0.1000 -1.7030
C -1.3654 -1.7206 -3.0969
C -1.0734 -3.0660 -3.2856
C -1.0580 -3.6119 -4.5626
C -1.3454 -2.8158 -5.6624
C -1.6251 -1.4656 -5.4823
C -1.6180 -0.9197 -4.2082
C -4.4513 -1.9191 0.3942
C -4.4696 -1.8204 1.7900
C -3.5086 -2.5504 2.6863
C -5.3987 -0.9673 2.3862
C -6.2827 -0.2024 1.6423
C -7.3222 0.6604 2.3094
C -6.1827 -0.2537 0.2583
C -5.2749 -1.0917 -0.3812
C -5.2006 -1.0667 -1.8857
C -3.5412 -5.9298 1.2066
C -2.0994 -5.7732 1.6127
C -4.2099 -7.0563 1.6849
H -7.2087 -8.6637 1.4533
H -6.4022 -8.4361 3.0030
H -5.6457 -9.4242 1.7605
H -7.2421 -6.5722 0.3213
H -7.3939 -4.7115 -0.9283
H -5.9323 -4.2226 -1.7882
H -6.4499 -3.3303 -0.3641
H -0.8234 -3.6845 -2.4294
H -0.8211 -4.6596 -4.6979
H -1.3420 -3.2424 -6.6573
H -1.8354 -0.8371 -6.3384
H -1.7936 0.1369 -4.0514
H -2.4964 -2.5089 2.2810
H -3.7902 -3.5956 2.8071
H -3.4905 -2.0855 3.6719
H -5.4221 -0.9012 3.4696
H -7.1101 0.7877 3.3709
H -8.3144 0.2129 2.2228
H -7.3766 1.6493 1.8508
H -6.8362 0.3688 -0.3461
H -5.9210 -0.3565 -2.2912
H -5.4032 -2.0466 -2.3209
H -4.2025 -0.7731 -2.2243
H -1.6871 -4.8316 1.2672
H -1.4922 -6.5829 1.2029
H -1.9997 -5.8100 2.6997
H -3.6686 -7.7556 2.3166
C -3.4224 1.8631 -0.3631
N -3.3439 1.6291 1.0785
C -4.1408 2.4577 1.9653
C -2.3453 0.9030 1.5414
N -1.4401 0.2445 1.8384
H -3.1099 2.8860 -0.5964
H -4.4539 1.7143 -0.6863
H -2.7688 1.1584 -0.8808
H -5.1938 2.3369 1.7184
H -3.8648 3.5124 1.8631
H -3.9875 2.1431 2.9950
Cl -1.0828 8.0936 2.9803
C -0.6483 6.6255 2.1521
C -1.1959 5.4204 2.5641
C -0.8493 4.2604 1.8934
C 0.0334 4.2766 0.8128
C 0.3859 2.9562 0.1654
C 0.5743 5.4990 0.4326
C 0.2385 6.6744 1.0944
H -1.8760 5.3959 3.4046
H -1.2620 3.3115 2.2196
H 0.9766 2.3966 0.8987
H -0.5212 2.3630 0.0171
H 1.2824 5.5547 -0.3831
H 0.6666 7.6197 0.7911
*
```

=====

DFT (wB97M-V/def2-TZVPD) results for 14 unconnected molecules or ions with the total composition C52H54N14O12 at a distorted geometry.

Calculated values
calculated total energy	-100212.8600	eV
HOMO level	-9.76	eV
energy above the lowest of the compared OMol25 structures with the same formula, charge and spin	0.00	kcal per mole

```
! RIJCOSX wB97M-V def2-TZVPD def2/J DEFGRID3
* xyz 0 1
C -5.2026 3.4173 -2.4424
C -5.9764 4.5314 -1.8873
N -6.5592 5.4045 -1.4477
H -5.7609 2.4852 -2.3469
H -4.3862 3.2602 -1.7357
H -4.9176 3.6023 -3.4702
C 3.0178 0.3257 4.1835
C 2.4474 -0.8943 3.6393
N 1.9836 -1.8764 3.2685
H 3.8831 0.1184 4.8116
H 2.3209 0.8502 4.8373
H 3.2807 0.9809 3.3563
C -3.5233 -4.9887 2.6367
C -2.4664 -4.0052 2.4397
N -1.6127 -3.2779 2.2626
H -3.3476 -5.8183 1.9549
H -4.5050 -4.5657 2.4311
H -3.5277 -5.3190 3.6741
C -1.1464 -3.3434 -0.8967
C -2.0166 -4.5201 -0.8301
N -2.7295 -5.4197 -0.7588
H -0.6137 -3.3268 -1.8413
H -0.5359 -3.4120 0.0043
H -1.7438 -2.4516 -0.7059
C 5.8094 1.2284 -4.1518
C 5.1037 2.2944 -4.8549
N 4.5919 3.1370 -5.4275
H 6.1985 0.5286 -4.8971
H 5.1567 0.6190 -3.5304
H 6.6893 1.6296 -3.6557
C -1.6061 5.9237 -1.1648
C -1.7419 5.1211 -2.3936
N -1.9131 4.5338 -3.3685
H -1.5202 6.9528 -1.5011
H -0.6857 5.6924 -0.6280
H -2.4165 5.5526 -0.5383
C 3.7424 3.4917 -1.0243
C 2.3610 3.8796 -1.2495
N 1.2543 4.1065 -1.4340
H 4.4395 4.1777 -1.5136
H 3.9115 2.5526 -1.5541
H 4.0588 3.4631 0.0140
C -4.6346 0.0111 3.3318
C -4.8700 -0.8019 2.1360
N -5.1116 -1.4774 1.2481
H -5.1191 0.9782 3.2134
H -3.5595 0.1495 3.4430
H -5.0167 -0.5218 4.1986
C -1.6563 5.3871 2.8414
C -1.6288 4.0014 2.7795
C -0.4592 3.3201 2.4999
C 0.7306 4.0295 2.3802
C 0.7352 5.4097 2.4171
C -0.4723 6.0688 2.6111
N 1.9969 3.3117 2.1894
O 1.9633 2.1352 1.8886
O 3.0184 3.9601 2.2769
H -2.5704 5.9294 3.0383
H -2.5004 3.3686 2.9006
H -0.5075 2.2469 2.3799
H 1.6303 6.0050 2.3191
H -0.5168 7.1507 2.6068
C -9.2816 3.0754 2.7159
C -8.8207 1.8216 2.3316
C -7.6126 1.7168 1.6623
C -6.8692 2.8547 1.4350
C -7.2529 4.0863 1.9360
C -8.4760 4.1978 2.5653
N -5.5712 2.7160 0.7995
O -4.7719 3.6088 0.9925
O -5.2917 1.7322 0.1633
H -10.2369 3.1663 3.2159
H -9.4701 0.9843 2.5420
H -7.2538 0.7251 1.4162
H -6.7112 4.9820 1.6661
H -8.7223 5.1412 3.0321
C 2.6217 -4.4220 -0.5659
C 2.1555 -3.9461 0.6400
C 1.5454 -4.7852 1.5430
C 1.4425 -6.1256 1.1877
C 1.8466 -6.6122 -0.0464
C 2.4128 -5.7286 -0.9660
N 0.8997 -7.0601 2.1698
O 0.6172 -8.1826 1.8041
O 0.7316 -6.6570 3.3056
H 2.9977 -3.6835 -1.2685
H 2.4271 -2.9152 0.8255
H 1.3290 -4.4027 2.5292
H 1.6292 -7.5946 -0.4391
H 2.6420 -6.0018 -1.9859
C 6.9834 -2.1489 2.3543
C 5.7461 -2.0765 1.7329
C 5.6889 -1.9748 0.3585
C 6.8590 -2.0117 -0.3843
C 8.0869 -2.1639 0.2280
C 8.1651 -2.1252 1.6216
N 6.7519 -2.0711 -1.8426
O 5.6396 -2.1289 -2.3220
O 7.7745 -2.1725 -2.4769
H 7.0813 -2.2538 3.4295
H 4.8520 -2.0689 2.3440
H 4.7435 -1.9321 -0.1614
H 9.0327 -2.2974 -0.2779
H 9.1240 -2.2562 2.1000
C -1.7497 0.8887 0.0525
C -1.2657 1.4108 -1.1329
C -0.0434 0.9859 -1.6232
C 0.7200 0.0602 -0.8961
C 0.2059 -0.4894 0.2748
C -1.0158 -0.0677 0.7467
N 2.0628 -0.1665 -1.4203
O 2.4961 0.5261 -2.2995
O 2.7242 -1.0182 -0.8598
H -2.7573 1.0720 0.4029
H -1.8058 2.1514 -1.7103
H 0.3304 1.4270 -2.5366
H 0.7019 -1.2814 0.8256
H -1.4512 -0.4591 1.6564
C 2.1166 -4.0267 -4.2637
C 2.6539 -2.7503 -4.2056
C 1.8479 -1.6503 -4.5051
C 0.5086 -1.8513 -4.7223
C -0.0820 -3.1101 -4.7203
C 0.7678 -4.1872 -4.5780
N -0.3361 -0.6916 -5.0751
O -1.4449 -0.8966 -5.5022
O 0.1257 0.4023 -4.8455
H 2.7145 -4.8959 -4.0284
H 3.7070 -2.6122 -3.9978
H 2.3160 -0.6804 -4.4295
H -1.1395 -3.2099 -4.9123
H 0.3603 -5.1923 -4.5685
*
```

=====

DFT (wB97M-V/def2-TZVPD) results for a molecular structure, C52H55AsCaN3O3P2SSi3 at a distorted geometry.

Calculated values
calculated total energy	-197759.7837	eV
HOMO level	-5.10	eV
energy above the lowest of the compared OMol25 structures with the same formula, charge and spin	6.67	kcal per mole

```
! RIJCOSX wB97M-V def2-TZVPD def2/J DEFGRID3
* xyz -1 1
Ca 1.0021 0.1514 -0.1065
C 0.4223 0.7336 4.0930
Si -0.2057 0.0717 2.4179
C -2.0800 0.4556 2.5934
C -2.8333 -0.0656 3.6521
C -4.1752 0.2489 3.8134
C -4.7991 1.1052 2.9095
C -4.0788 1.6335 1.8476
C -2.7261 1.3137 1.6805
P -1.7193 1.9626 0.2813
C -3.0013 2.3381 -0.9881
C -3.8175 1.2814 -1.4147
C -4.7161 1.4505 -2.4594
C -4.7989 2.6768 -3.1119
C -3.9767 3.7209 -2.7141
C -3.0808 3.5525 -1.6611
C -1.2547 3.6422 0.8576
C -2.0120 4.4012 1.7482
C -1.6201 5.6910 2.0791
C -0.4702 6.2406 1.5209
C 0.2945 5.4917 0.6389
C -0.0952 4.1974 0.3180
C -0.1283 -1.8484 2.5750
C 0.5516 -2.4789 3.6323
C 0.7751 -3.8472 3.6447
C 0.3155 -4.6386 2.5957
C -0.3648 -4.0503 1.5421
C -0.5778 -2.6685 1.5120
P -1.4795 -1.8625 0.1021
C -3.1316 -2.6766 0.1233
C -4.1715 -1.9982 0.7574
C -5.4229 -2.5877 0.8983
C -5.6507 -3.8604 0.3950
C -4.6257 -4.5345 -0.2608
C -3.3757 -3.9471 -0.3984
C -0.6780 -2.5950 -1.3787
C 0.6762 -2.9385 -1.3738
C 1.3342 -3.2640 -2.5551
C 0.6514 -3.2439 -3.7603
C -0.6966 -2.8988 -3.7798
C -1.3526 -2.5711 -2.6021
H -0.1523 0.3630 4.9519
H 0.3408 1.8279 4.0812
H 1.4798 0.4929 4.2566
H -2.3558 -0.7389 4.3605
H -4.7405 -0.1772 4.6359
H -5.8484 1.3561 3.0267
H -4.5772 2.2883 1.1413
H -3.7431 0.3164 -0.9199
H -5.3463 0.6228 -2.7694
H -5.4985 2.8141 -3.9287
H -4.0265 4.6743 -3.2278
H -2.4440 4.3777 -1.3648
H -2.9073 3.9828 2.1913
H -2.2136 6.2703 2.7770
H -0.1691 7.2482 1.7803
H 1.1941 5.9109 0.2018
H 0.5100 3.6114 -0.3645
H 0.9138 -1.8760 4.4610
H 1.3101 -4.3024 4.4710
H 0.4965 -5.7075 2.5949
H -0.7177 -4.6743 0.7288
H -4.0031 -1.0013 1.1463
H -6.2170 -2.0447 1.3982
H -6.6228 -4.3264 0.5077
H -4.8007 -5.5231 -0.6704
H -2.5940 -4.4789 -0.9285
H 1.2310 -2.9619 -0.4412
H 2.3882 -3.5158 -2.5313
H 1.1681 -3.4674 -4.6868
H -1.2285 -2.8611 -4.7240
H -2.3936 -2.2655 -2.6347
O 2.9165 -1.5213 -8.0726
S 2.5846 -2.0582 -9.3794
O 2.7161 -1.0990 -10.4565
O 0.4809 -2.1533 -9.3554
C -0.2196 -1.2983 -8.6910
N -1.1756 -0.5902 -9.3604
C -1.7833 0.3751 -8.6928
C -1.5107 0.6921 -7.3649
C -0.5947 -0.1428 -6.7438
N 0.0075 -1.1440 -7.3642
C -0.2098 0.0253 -5.3134
C -1.1031 0.4611 -4.3453
C -0.6801 0.5352 -3.0328
N 0.5698 0.2358 -2.6421
C 1.4382 -0.1544 -3.5901
C 1.0907 -0.2844 -4.9211
H -2.5392 0.9311 -9.2439
H -1.9699 1.5339 -6.8616
H -2.1335 0.6949 -4.5904
H -1.3757 0.8285 -2.2549
H 2.4374 -0.3907 -3.2491
H 1.7969 -0.6314 -5.6694
C 6.5398 -0.8932 1.3209
Si 4.6635 -0.8927 1.3429
C 4.1174 -2.6862 1.1860
C 4.1643 -0.3363 3.0635
As 3.7825 0.2219 -0.4762
Si 3.9022 2.4133 0.2389
C 2.9045 2.8946 1.7640
C 5.6635 2.9588 0.5927
C 3.2489 3.4581 -1.1916
H 6.9351 -1.4987 2.1453
H 6.9406 0.1230 1.4148
H 6.9073 -1.3067 0.3753
H 4.6983 -3.3366 1.8515
H 4.2582 -3.0370 0.1567
H 3.0546 -2.8020 1.4410
H 4.5619 -1.0350 3.8100
H 3.0738 -0.3057 3.1638
H 4.5515 0.6644 3.2897
H 3.3451 2.4479 2.6633
H 1.8613 2.5556 1.7178
H 2.9002 3.9838 1.8887
H 6.0223 2.4920 1.5199
H 5.7349 4.0482 0.7098
H 6.3316 2.6468 -0.2179
H 2.3394 3.0264 -1.6272
H 3.9900 3.4987 -1.9991
H 3.0280 4.4847 -0.8732
*
```